ORCA calculation (wB97M-V/def2-TZVPD) on a cluster of 3 separate species, C16H41B3N2O6S in total at a distorted geometry.

```
69
Properties=species:S:1:pos:R:3
O -3.92943 -2.79682 2.24787
S -3.90672 -1.74786 1.27377
O -5.04570 -1.54394 0.43154
O -3.59037 -0.36092 2.02513
C -2.42801 -1.86652 0.30881
C -1.16420 -1.33822 1.00148
C -0.76774 0.08987 0.58258
C 0.72627 0.22926 0.18840
B 0.85569 0.34150 -1.36214
O 1.49093 1.41711 -1.98008
B 1.07938 1.80027 -3.24116
O 0.44651 0.87045 -4.05538
B -0.33611 0.00861 -3.30907
O 0.24040 -0.58639 -2.20575
H -4.39056 -0.14001 2.53685
H -2.62548 -1.36023 -0.63527
H -2.34549 -2.93757 0.11759
H -1.30640 -1.36719 2.08220
H -0.35379 -2.03563 0.78701
H -1.41056 0.39475 -0.24846
H -0.97699 0.78033 1.39924
H 1.15620 1.12519 0.63737
H 1.28954 -0.62778 0.56869
H 1.21556 2.91925 -3.61397
H -1.50057 -0.09997 -3.53272
C 6.74272 -1.64131 -6.39193
C 5.43193 -1.80651 -5.63819
N 4.63011 -0.59584 -5.62829
C 3.54787 -0.62059 -4.66160
C 2.43209 -1.65463 -4.84791
C 4.30772 -0.04415 -6.93520
C 3.58485 -0.95133 -7.93770
H 7.28786 -0.77064 -6.02502
H 7.36637 -2.52452 -6.24899
H 6.58755 -1.52186 -7.46485
H 5.65203 -2.05077 -4.59509
H 4.89341 -2.67562 -6.04923
H 3.10783 0.38000 -4.63221
H 4.00048 -0.77739 -3.67664
H 1.78081 -1.41100 -5.68670
H 1.81313 -1.69191 -3.95062
H 2.83648 -2.65580 -5.00454
H 5.23844 0.29758 -7.39475
H 3.71610 0.85962 -6.76902
H 4.06668 -1.92705 -8.01868
H 3.60870 -0.49266 -8.92801
H 2.53982 -1.11103 -7.67676
C -1.70944 0.67409 8.33954
C -2.52885 1.78028 7.69256
N -2.36391 1.83545 6.25044
C -2.86467 3.05975 5.65114
C -4.36799 3.34648 5.73898
C -2.66284 0.60435 5.53801
C -4.05332 -0.01695 5.72259
H -0.66519 0.74142 8.03143
H -1.75541 0.76566 9.42525
H -2.08045 -0.31822 8.08021
H -2.19651 2.74420 8.08771
H -3.58088 1.66910 8.00082
H -2.55925 3.06503 4.60081
H -2.32886 3.88932 6.12283
H -4.95103 2.69401 5.08971
H -4.56362 4.37433 5.42771
H -4.74167 3.23535 6.75766
H -1.91963 -0.14283 5.82729
H -2.48417 0.79129 4.47527
H -4.33238 -0.08572 6.77465
H -4.05252 -1.03120 5.31667
H -4.83274 0.54465 5.20614
```

Computed properties:
LUMO ... 0.0138 Eh
2S+1 ... 1
HOMO ... -8.171 eV
DFT total energy ... -1668.14360 Ha
SMILES ... O=S(=O)(O)CCCCB1OBOBO1.CCN(CC)CC.CCN(CC)CC

---

ORCA calculation (wB97M-V/def2-TZVPD) on a cluster of 10 separate species, C16H41BN10O20S in total.

```
89
Properties=species:S:1:pos:R:3
C 0.96821 -2.40567 0.00375
C 0.93964 -1.46591 -1.16251
O 1.75982 -1.45792 -2.03070
N -0.15309 -0.48555 -1.20095
B -1.49866 -1.03147 -1.18238
C -2.62921 -0.42322 -0.29430
C -3.61771 -1.46974 0.25728
C -4.94107 -1.63695 -0.50308
S -4.95184 -1.23894 -2.27618
C 0.13535 0.66612 -0.43186
C -0.63463 1.91370 -0.78214
O 0.99017 0.65600 0.42065
H 0.00420 -2.50087 0.50117
H 1.69240 -2.02681 0.72522
H 1.31126 -3.38276 -0.33258
H -1.65224 -2.03004 -1.82012
H -2.14966 0.06116 0.55973
H -3.18839 0.36754 -0.80568
H -3.87292 -1.16811 1.27300
H -3.13738 -2.44931 0.33602
H -5.71933 -1.00007 -0.07893
H -5.30120 -2.65969 -0.40833
H -4.03575 -2.13966 -2.65479
H -1.52462 1.99022 -0.15859
H 0.00428 2.76979 -0.56846
H -0.93045 1.92344 -1.82902
C -7.73967 -2.97173 -4.32579
N -7.49330 -3.89939 -3.18857
O -7.13078 -5.02998 -3.44005
O -7.66064 -3.44469 -2.07707
H -7.54437 -3.50414 -5.24861
H -8.77257 -2.64417 -4.25454
H -7.06979 -2.12815 -4.18310
C 2.85234 1.39464 -2.76770
N 3.13854 2.42789 -3.79899
O 2.62441 3.52401 -3.66496
O 3.86709 2.11043 -4.71214
H 2.19676 1.83507 -2.02569
H 2.39050 0.54438 -3.25916
H 3.80452 1.09658 -2.33880
C -1.06307 2.02866 3.58934
N -2.53050 1.90521 3.36370
O -2.91307 1.17821 2.45944
O -3.26776 2.52735 4.09497
H -0.55168 1.40644 2.86398
H -0.79947 3.07760 3.48677
H -0.87084 1.70536 4.60808
C -6.00129 -0.06043 3.63801
N -5.97279 -1.53181 3.86988
O -6.60958 -1.97610 4.80016
O -5.30515 -2.19476 3.09894
H -6.62926 0.38955 4.39683
H -4.97960 0.30269 3.68484
H -6.39500 0.09788 2.63817
C 3.68415 1.17075 2.03595
N 3.48398 2.09088 3.18858
O 4.39534 2.82683 3.50157
O 2.40089 2.04636 3.73999
H 4.68625 1.31681 1.65114
H 3.53422 0.15961 2.40353
H 2.91565 1.40658 1.30684
C 5.00229 -4.69609 -0.39748
N 3.84340 -4.66028 0.53428
O 3.14498 -5.64870 0.62005
O 3.66471 -3.62864 1.15194
H 5.02406 -5.67029 -0.86979
H 4.85434 -3.89934 -1.12105
H 5.89670 -4.51402 0.19044
C 7.77453 -7.94348 1.73349
N 8.17894 -7.03899 0.62084
O 7.74791 -5.90117 0.62790
O 8.91430 -7.50019 -0.22252
H 7.12349 -7.39233 2.40059
H 7.27205 -8.79513 1.28489
H 8.68533 -8.26706 2.22812
C -0.02875 7.38785 3.31271
N -0.94787 6.31601 3.78777
O -2.11995 6.58360 3.91957
O -0.44317 5.23199 4.01635
H -0.61116 8.28705 3.15434
H 0.72910 7.52043 4.07887
H 0.43129 7.03130 2.39618
C 2.62609 6.49963 -4.98854
N 2.92067 7.52782 -6.02479
O 2.41506 8.62472 -5.89702
O 3.65251 7.19601 -6.93370
H 1.96725 6.94512 -4.25349
H 2.16768 5.65162 -5.48655
H 3.57255 6.19289 -4.55523
```

Computed properties:
LUMO ... -0.0081 Eh
2S+1 ... 1
HOMO ... -9.236 eV
DFT total energy ... -3108.81835 Ha
SMILES ... CC(=O)N(BCCCS)C(C)=O.C[N+](=O)[O-].C[N+](=O)[O-].C[N+](=O)[O-].C[N+](=O)[O-].C[N+](=O)[O-].C[N+](=O)[O-].C[N+](=O)[O-].C[N+](=O)[O-].C[N+](=O)[O-]

---

ORCA calculation (wB97M-V/def2-TZVPD) on a structure of composition C16H42F3O8S6Tl at a distorted geometry.

```
76
Properties=species:S:1:pos:R:3
Tl 1.78205 4.62668 -2.40717
C 2.25765 1.01315 -0.25438
O 0.88780 0.43006 -0.47454
O 2.45602 2.02630 -1.19506
C 2.40085 1.13593 1.33893
F 3.65880 1.02583 1.81061
F 1.82124 2.27818 1.72584
F 1.71425 0.28118 1.99541
C 0.78617 -0.90237 -0.66151
C -0.72516 -1.23446 -0.52422
H -0.93478 -2.28106 -0.74511
H -1.21434 -0.97915 0.41578
H -1.28479 -0.70454 -1.29500
H 1.34282 -1.54924 0.01657
H 1.05092 -1.26407 -1.65508
H 2.94116 0.24488 -0.61588
C -0.92867 -5.72671 0.62910
S 0.53339 -6.12457 -0.44237
O 0.09964 -5.83633 -1.89861
C 1.73955 -4.81716 -0.18094
H -0.59875 -5.74662 1.66778
H -1.72958 -6.45258 0.48853
H -1.34330 -4.79412 0.24641
H 1.21877 -3.87353 -0.34356
H 2.43796 -4.98971 -0.99981
H 2.07108 -4.86851 0.85615
C 4.60612 4.12033 2.61538
S 4.83754 4.20439 0.76034
O 3.59720 4.84959 0.16153
C 6.26326 5.34947 0.34874
H 4.20112 5.11605 2.79599
H 5.43288 4.00527 3.31633
H 3.73557 3.47860 2.75109
H 6.12618 6.30094 0.86256
H 6.39715 5.50646 -0.72156
H 7.12954 4.85869 0.79236
C -1.27071 -1.65140 -5.15195
S -0.35642 -2.73690 -6.20686
O 0.33129 -1.78788 -7.20077
C 0.96189 -3.11554 -4.90563
H -2.28987 -1.58057 -5.53197
H -0.91783 -0.62473 -5.24957
H -1.10344 -1.70986 -4.07645
H 1.14479 -2.17447 -4.38692
H 1.87679 -3.38040 -5.43563
H 0.51559 -3.81543 -4.19918
C -1.77830 -0.12410 2.81617
S -2.28318 0.91472 4.27329
O -2.74568 -0.04435 5.34466
C -0.58575 1.54470 4.79177
H -1.14344 -0.87433 3.28757
H -1.11843 0.46983 2.18378
H -2.62884 -0.50049 2.24783
H -0.98385 2.24191 5.52901
H -0.11338 2.02888 3.93706
H 0.19364 0.84143 5.08511
C -1.21752 3.44164 0.74732
S -0.39456 5.06117 1.10460
O 0.65654 5.18358 0.02413
C -1.80051 6.22317 0.68727
H -0.47752 2.64205 0.71334
H -1.68837 3.41952 -0.23549
H -1.86779 3.02617 1.51716
H -2.27774 5.83099 -0.21081
H -1.43094 7.24026 0.55676
H -2.60946 6.17496 1.41624
C -4.56485 -1.85893 -1.19198
S -4.23000 -2.77526 0.43855
O -5.35851 -2.38905 1.32448
C -4.73578 -4.44346 -0.08084
H -4.86633 -2.65416 -1.87376
H -3.75018 -1.24922 -1.58268
H -5.32218 -1.07617 -1.14900
H -4.73216 -5.08948 0.79708
H -4.07486 -4.91893 -0.80556
H -5.72916 -4.41740 -0.52874
```

Computed properties:
Charge ... +2
LUMO ... -0.4177 Eh
2S+1 ... 1
HOMO ... -13.044 eV
DFT total energy ... -4096.87961 Ha

---

ORCA calculation (wB97M-V/def2-TZVPD) on a cluster of 15 separate species, C16H42N4O11 in total at a distorted geometry.

```
73
Properties=species:S:1:pos:R:3
N -2.08750 -3.31540 -1.16136
C -3.38506 -2.97759 -1.19879
C -4.06240 -3.89913 -0.46778
C -3.11266 -4.83294 0.02428
C -1.89821 -4.42708 -0.39083
H -1.38045 -2.68555 -1.52426
H -3.85746 -2.15338 -1.72899
H -5.16153 -3.88052 -0.15759
H -3.39933 -5.62581 0.68062
H -0.93737 -4.83175 -0.13959
N 2.85246 1.33674 -2.62869
C 3.88127 0.69836 -3.22470
C 3.42390 0.28752 -4.51743
C 2.12233 0.79640 -4.59854
C 1.77999 1.45436 -3.44200
H 2.82647 1.64260 -1.61368
H 4.80195 0.62543 -2.66730
H 3.99096 -0.11469 -5.26687
H 1.57848 0.74564 -5.52829
H 0.87404 2.01630 -3.18922
N 3.33891 3.32555 1.02199
C 3.36035 4.59078 0.56765
C 4.52478 4.80402 -0.18722
C 5.23291 3.54851 -0.19738
C 4.44648 2.71902 0.58415
H 2.58901 2.76586 1.49515
H 2.68873 5.38419 0.84526
H 4.71073 5.77304 -0.57451
H 6.08880 3.23633 -0.78362
H 4.70257 1.71823 0.90429
N -2.10639 0.16843 0.06342
C -0.84454 0.45097 0.59293
C -0.42630 1.62371 0.07143
C -1.46379 2.11512 -0.74833
C -2.47914 1.18134 -0.76338
H -2.73717 -0.51296 0.47639
H -0.36371 -0.11502 1.36629
H 0.38025 2.25599 0.37860
H -1.49399 2.97049 -1.37539
H -3.39247 1.26517 -1.36727
O 2.40912 -1.33718 1.35916
H 2.44123 -1.43048 0.35968
H 3.30855 -1.32127 1.65795
O -2.79907 -2.49503 2.19476
H -3.52449 -1.93101 2.17020
H -2.77683 -3.22542 1.57577
O 2.63132 -1.81894 -1.54177
H 1.94821 -1.14088 -1.64136
H 3.50561 -1.33583 -1.67248
O 0.10511 -1.79504 3.46840
H -0.51257 -2.12774 2.89043
H 0.81689 -1.55531 2.85284
O -0.20873 -1.11814 -2.39102
H -0.82463 -0.42679 -2.15188
H 0.00834 -0.96097 -3.33459
O 0.20400 0.21570 5.43875
H 0.19746 -0.63546 4.94529
H 0.22360 -0.00176 6.33153
O -1.97836 1.63807 3.95572
H -1.43228 1.61720 3.18945
H -1.40603 1.20453 4.61301
O 1.29287 1.50567 3.13439
H 1.13837 1.46320 4.08037
H 1.48289 0.54739 2.98922
O -4.88399 -0.74606 1.47626
H -4.86094 0.17359 1.79003
H -5.49826 -0.86002 0.73829
O -4.26603 2.10221 2.09572
H -3.64842 1.95536 2.83703
H -3.65040 2.42379 1.38074
O -1.54885 -2.56063 -4.84069
H -1.40307 -3.10051 -4.07479
H -2.09648 -3.05051 -5.50587
```

Computed properties:
LUMO ... 0.0073 Eh
2S+1 ... 1
HOMO ... -8.394 eV
DFT total energy ... -1681.51591 Ha

---

ORCA calculation (wB97M-V/def2-TZVPD) on a cluster of 2 separate species, C16H42NO2P2 in total.

```
63
Properties=species:S:1:pos:R:3
C -2.43416 0.94489 -0.35159
C -1.06076 1.63155 -0.46572
O -0.31042 1.15752 -1.55691
C 0.71477 0.23465 -1.17620
C 1.53930 -0.19025 -2.36970
P 1.72011 -2.10067 -2.57975
C 2.51430 -2.27033 -0.81697
C 1.99690 -3.36027 0.13474
O 0.58252 -3.41242 0.26714
C 2.47929 -4.78350 -0.17658
N 1.49537 -5.60317 -0.89918
P 0.99331 -2.20741 -4.76116
C 1.71011 -0.73456 -5.65193
C -0.84860 -1.87855 -4.82366
C -1.37637 -0.72910 -3.97621
H -2.49195 0.38617 0.57494
H -2.55789 0.24700 -1.17012
H -3.22074 1.68677 -0.35432
H -1.17934 2.70627 -0.58537
H -0.53155 1.48406 0.47508
H 0.25701 -0.63519 -0.69056
H 1.36979 0.72216 -0.45341
H 2.53601 0.22359 -2.25761
H 1.09200 0.31815 -3.22328
H 0.35133 -2.27208 -2.06809
H 1.88212 -3.54545 -2.71544
H 3.06466 -1.88278 -3.16413
H 3.54422 -2.54865 -1.02192
H 2.58297 -1.32161 -0.28058
H 2.40931 -3.11598 1.11973
H 0.20987 -2.54816 0.03859
H 3.41400 -4.72689 -0.72493
H 2.67647 -5.27930 0.77191
H 0.88579 -5.00954 -1.44874
H 1.99399 -6.18516 -1.56121
H 1.80760 -0.93867 -6.70738
H 2.69542 -0.52186 -5.24847
H 1.08775 0.14363 -5.47885
H -1.28259 -2.81067 -4.48178
H -1.12150 -1.77031 -5.86807
H -2.45889 -0.65739 -4.09579
H -0.95227 0.23106 -4.24566
H -1.20384 -0.93454 -2.92768
C 0.54751 4.62007 4.64629
C -0.43466 3.78850 5.46684
C -0.60896 2.36372 4.94292
C -1.17350 2.26474 3.52535
C -2.52634 2.94262 3.31840
C -3.64319 2.34170 4.16749
H 0.21095 4.74286 3.61618
H 0.66168 5.61760 5.07433
H 1.53249 4.14976 4.62744
H -1.40185 4.29764 5.50419
H -0.07855 3.73742 6.49952
H -1.25135 1.80927 5.63310
H 0.36083 1.85739 4.96498
H -1.26415 1.20648 3.26172
H -0.45691 2.68726 2.81583
H -2.79884 2.85146 2.26380
H -2.44843 4.01460 3.52149
H -3.76576 1.27890 3.94990
H -4.59402 2.83642 3.96219
H -3.44237 2.44859 5.23491
```

Computed properties:
Charge ... -1
LUMO ... 0.0923 Eh
2S+1 ... 1
HOMO ... -3.034 eV
DFT total energy ... -1522.64183 Ha

---

ORCA calculation (wB97M-V/def2-TZVPD) on a cluster of 4 separate species, C16H43BNO5PS in total at a distorted geometry.

```
68
Properties=species:S:1:pos:R:3
C 1.92932 -3.93006 -1.11761
C 1.00520 -5.05553 -1.61940
C 1.49581 -6.36961 -0.97555
C -0.41623 -4.68313 -1.17736
B -1.56220 -5.59637 -1.70866
S -1.38415 -7.20892 -2.52611
P -3.39249 -5.00424 -1.42938
N -3.45053 -3.58493 -0.79601
O -4.08622 -6.16847 -0.52978
O -4.19613 -5.11393 -2.82330
H 1.67532 -3.76551 -0.07411
H 1.74741 -2.99897 -1.64344
H 2.97557 -4.20876 -1.16047
H 1.12000 -5.08665 -2.69991
H 0.82274 -6.69631 -0.19113
H 1.64446 -7.14909 -1.71182
H 2.46738 -6.20814 -0.52469
H -0.41826 -4.64664 -0.08989
H -0.62172 -3.67801 -1.54292
H -0.34975 -7.05054 -3.36720
H -3.99587 -2.94858 -1.36632
H -3.49459 -6.42347 0.19453
H -5.09009 -4.76653 -2.64137
C -0.03061 0.87355 1.95208
C 1.03829 -0.15869 2.26492
O 1.52860 -0.83366 1.12192
C 2.14726 -0.02519 0.13891
C 3.37372 0.72065 0.63427
H -0.83030 0.42484 1.36116
H -0.45375 1.27217 2.87518
H 0.36945 1.71254 1.38049
H 0.61512 -0.93789 2.89964
H 1.86131 0.29431 2.83025
H 1.42307 0.67313 -0.29632
H 2.43780 -0.71115 -0.65789
H 3.11378 1.47533 1.37765
H 3.86610 1.23006 -0.19443
H 4.08266 0.03050 1.09476
C -4.38127 2.50869 0.96489
C -3.66188 2.93613 -0.30354
O -2.79076 1.95257 -0.82460
C -3.38254 0.72424 -1.20368
C -4.42305 0.85712 -2.30336
H -3.66459 2.16478 1.71190
H -4.94565 3.34547 1.37762
H -5.08318 1.69433 0.77944
H -3.02969 3.79761 -0.08694
H -4.38064 3.25722 -1.06669
H -3.80432 0.21620 -0.32923
H -2.56148 0.10208 -1.55981
H -5.30225 1.40929 -1.96694
H -4.75484 -0.12948 -2.62834
H -4.00741 1.38838 -3.16064
C 1.74128 6.19681 2.26190
C 2.82637 5.17930 2.57144
O 3.31837 4.50104 1.43101
C 3.92524 5.30916 0.44046
C 5.14681 6.06911 0.92937
H 0.93710 5.73403 1.68842
H 1.32740 6.59815 3.18723
H 2.12463 7.03562 1.67896
H 2.41727 4.40134 3.21662
H 3.64867 5.64673 3.12504
H 3.19198 5.99662 0.00360
H 4.22160 4.62142 -0.35178
H 4.88512 6.82488 1.67146
H 5.63236 6.57670 0.09566
H 5.86190 5.38633 1.38983
```

Computed properties:
LUMO ... -0.0116 Eh
2S+1 ... 1
HOMO ... -8.834 eV
DFT total energy ... -1830.75918 Ha
SMILES ... CC(C)CB(S)P(=N)(O)O.CCOCC.CCOCC.CCOCC